(1)
Molecular formula: C27H49ClFeN6O5
Method: DFT, the ωB97M-V functional and the def2-TZVPD basis

Geometry as ORCA input:
```
! wB97M-V def2-TZVPD RIJCOSX def2/J DEFGRID3
* xyz 1 6
C -3.2553 -4.9138 2.6826
N 1.9436 -4.2348 3.6530
N 0.5109 2.4065 -3.6578
H 5.8174 0.7512 -0.6198
C -0.4132 4.6322 -4.6227
H 0.7604 -0.8728 0.8467
H 1.3003 -3.6713 0.2969
H -0.1280 4.5538 -5.6806
H -2.1978 -2.3852 1.3457
C -3.1429 -2.8585 1.0884
H 4.2603 -3.5188 -0.6303
C 4.7786 1.9058 0.8935
C -0.1874 1.9944 1.0754
C -0.0087 6.0015 -2.5469
H 0.2689 6.9905 -2.1848
H 1.1323 6.1267 -4.4309
C -4.2211 -2.3094 1.9364
Cl -1.2512 -4.2955 -2.0895
N 3.2485 1.1640 -2.2245
H -1.1185 -3.4034 3.1362
H -0.7504 -4.2362 5.9753
H -3.3923 -2.6806 0.0437
C -0.5068 -2.3728 5.0221
C 5.1945 1.6423 -0.5602
O -2.6783 -4.3103 -2.0765
H -2.7582 3.5174 0.4684
H 3.3121 3.5112 0.6249
C -0.3061 0.8862 0.0413
C -3.4386 3.9240 -2.9329
O -0.7577 -3.0282 -1.6089
N 1.9760 -1.4865 -2.7535
H -3.2042 3.3824 -3.8464
H -4.2475 -4.6427 3.0434
Fe 1.2038 0.5678 -2.9209
N -3.9674 6.2098 -0.3158
H -1.5610 -2.0886 5.0286
H -2.1458 2.4910 -1.9858
H -2.5727 -4.4179 3.3765
O -0.7921 -4.3170 -3.4641
C -0.2801 -2.8687 3.5724
H -1.0565 5.8435 -2.2879
H 1.8740 -4.4314 -2.3285
C 4.1686 3.2382 1.2357
H 0.6084 1.7655 1.7927
H 4.0347 1.1341 1.1190
C 2.3420 -3.3440 0.2885
H 2.2960 -2.2702 0.0843
H 3.9059 3.2600 2.2960
H 5.6437 1.7331 1.5332
C -0.1746 -3.3270 6.1932
H 0.1486 2.9409 0.6427
H 5.7236 2.5049 -0.9759
C 2.7936 -3.8522 -2.1504
O 0.5362 0.8766 -1.0778
C -3.3558 5.2476 -0.3801
H -1.5000 4.5852 -4.6548
H 0.5522 5.1932 -2.0818
H -0.3729 6.7682 -4.6585
C -0.2473 -0.4547 0.7419
C 0.1094 5.9921 -4.0637
C 2.3666 -2.5363 -2.5131
H -4.5182 4.0744 -2.9057
H 0.8771 -3.5293 6.3508
H 4.8557 4.0928 1.2117
C -3.0884 -4.4064 1.2539
H -3.8638 -4.8293 0.6134
H -0.6632 -2.9639 7.0963
C 0.1102 3.4013 -4.0607
C 4.0746 1.4288 -1.4740
C 3.2952 -4.0182 -0.6996
H -3.6693 2.4209 -1.3548
H -1.4906 4.2330 -0.5560
O -0.7033 -5.3710 -1.3507
H -0.7391 -1.2638 0.1891
H 0.1019 -1.5017 5.2792
H -0.0178 -2.0027 2.9638
C -2.5541 4.0130 -0.4802
H -2.1416 -4.7445 0.8268
C -2.9538 3.1756 -1.7020
H -1.0646 2.1752 1.6937
H -2.9984 4.9222 -2.9019
C 0.9560 -3.6513 3.5993
N -5.0757 -1.9563 2.6154
H -3.1363 -5.9937 2.7160
H -0.7057 -0.4008 1.7320
H 3.4025 -5.0850 -0.5258
H 3.5120 -4.3075 -2.8339
H -1.3336 0.9360 -0.3562
H 2.7117 -3.4609 1.3062
*
```

Calculated values
- Gap between HOMO and LUMO (alpha / beta): 6.95 / 3.59 eV
- HOMO (alpha / beta): -10.9 / -10.9 eV
- Expectation value of S²: 8.775
- Electronic energy: -3486.15502 hartree

---

(2)
Molecular formula: C27H49GeN2O3RuSe
Method: DFT, the ωB97M-V functional and the def2-TZVPD basis

Geometry as ORCA input:
```
! wB97M-V def2-TZVPD RIJCOSX def2/J DEFGRID3
* xyz 4 2
C -3.2443 0.0902 0.3495
H 4.2273 1.9579 -0.1802
C -2.6786 0.8882 -0.8112
C -0.5526 -3.8329 -0.8778
C -2.7276 -1.9678 5.5046
C -0.4358 -2.6667 4.5105
O -0.3013 -1.4413 -0.9760
H 1.7558 1.9412 1.5914
H -2.6495 -0.7663 -2.2308
C -3.0259 0.2574 -2.1493
H 2.0404 -3.7060 -1.9376
H 3.8361 0.5338 -1.1383
C -1.5604 -2.9531 5.5057
N 1.2275 0.5709 4.8162
H -3.0916 -1.8314 4.4806
Se -0.7194 0.2357 2.7200
H 0.9179 -2.8331 -2.9671
N 0.3682 -1.4597 4.8491
H -2.6558 2.9110 -1.5954
C 3.5150 1.1394 -0.2909
C 1.1803 -2.6022 0.4980
H -2.6528 2.8165 0.1788
H -0.7729 4.6805 4.0152
H -4.1092 0.2092 -2.2591
H -2.8168 -0.9217 0.4052
H -1.3012 -3.7052 -0.0932
C 2.1308 1.7098 -0.5074
C 2.3642 -1.8707 7.9960
H 0.6044 2.8420 0.5530
C 1.7157 -0.0784 5.9387
H 2.3545 1.8939 -2.6652
H 0.4435 -2.6176 1.3157
H -1.0517 2.0081 5.5250
H 3.0436 1.3202 6.9569
H 2.6387 3.3713 -1.7721
Ru -0.1656 -0.2418 0.4632
C 1.4974 -2.2893 6.9720
C -2.4357 -0.6192 6.1593
C 0.8939 2.9646 5.4634
H -4.3149 -0.0504 0.2017
H -1.8121 0.0344 5.5404
H 1.2383 2.1632 3.4638
H -1.9421 -0.7452 7.1265
H -3.5495 -2.4408 6.0422
H 2.1480 -1.9513 -2.0158
H -2.2330 3.7058 4.1031
C 0.4302 -0.2845 4.1670
H -2.6550 0.8579 -2.9846
Ge 0.0767 0.2591 -2.2237
C 2.8973 -0.6010 7.9906
C 2.5916 0.3352 6.9473
H 1.0983 -3.2966 6.9680
H 1.2235 2.7384 6.4808
H 1.3020 3.9503 5.2274
H -1.1519 -3.0341 6.5176
C 2.0081 2.4828 -1.8103
C -1.1449 3.6592 4.1038
H 2.2581 3.4137 0.7634
C 1.1774 -1.3526 5.9424
H 0.9830 2.8327 -1.9818
H -3.1161 0.6127 1.2994
H 1.8431 -3.4479 0.6889
C -0.6291 3.0104 5.3857
C 0.4770 -2.7235 -0.8550
H 0.2734 -3.4931 4.4505
H -1.9186 -3.9515 5.2460
H 1.8374 -1.7167 0.5453
H 2.6419 2.0525 4.5254
O 1.2221 0.4956 -0.6841
H -0.8413 -2.4928 3.5162
C 1.4497 -2.7930 -2.0152
O -1.1605 0.8587 -0.6963
H -0.9898 3.5889 6.2367
H -3.3593 -0.0728 6.3432
C 1.5541 1.9893 4.4896
H 3.5568 0.5293 0.6138
C -3.0338 2.3585 -0.7351
C 1.6417 2.5195 0.6716
H -1.0593 -3.8794 -1.8408
H 3.5690 -0.2864 8.7804
H 2.6139 -2.5641 8.7890
H -4.1214 2.4518 -0.7330
H -0.0457 -4.7862 -0.7191
H -0.8377 3.1248 3.1968
*
```

Calculated values
- Gap between HOMO and LUMO (alpha / beta): 6.39 / 5.89 eV
- HOMO (alpha / beta): -21.1 / -21.2 eV
- Expectation value of S²: 0.875
- Electronic energy: -5965.10005 hartree